# 1
DFT (ωB97M-V with the def2-TZVPD basis set) results for a structure of composition C27H71Li2N14O10.

Positions of all 124 atoms, in Å:
Li  -2.2721  -1.6376  -2.7425
Li  0.5406  -3.6416  -2.1788
C  0.3265  -1.0301  0.4756
C  -0.5318  -2.2609  0.0848
C  -1.7843  -2.2662  0.9385
O  -0.7633  -2.2168  -1.3513
H  0.5047  -1.1141  1.5476
H  -0.0308  -0.0196  0.2775
H  1.3203  -1.0477  0.0282
H  0.0849  -3.0548  0.5062
H  -2.4517  -1.4259  0.7470
H  -1.5118  -2.3537  1.9903
H  -2.4327  -3.0978  0.6628
C  -0.7266  -1.4913  4.4439
O  -1.9749  -1.4804  4.5399
N  -0.0532  -2.5942  4.4089
N  -0.0337  -0.4297  4.5202
H  -0.5671  -3.4387  4.6159
H  0.9249  -2.6234  4.6592
H  0.8897  -0.5246  4.1222
H  -0.5195  0.4499  4.4183
C  -0.9366  -6.3946  0.6862
O  -0.6067  -6.4577  1.8150
N  -1.7956  -5.5834  0.1905
N  -0.4014  -7.0611  -0.3101
H  -2.0290  -5.7270  -0.7816
H  -2.1856  -4.7802  0.6627
H  0.4048  -7.5857  -0.0018
H  -0.4369  -6.6324  -1.2239
C  4.7603  -1.7077  -0.8780
O  5.5118  -1.1560  -0.1857
N  4.7493  -2.9982  -0.9285
N  3.8040  -1.1072  -1.5606
H  3.9761  -3.4785  -1.3662
H  5.4826  -3.5511  -0.5081
H  3.6858  -0.1130  -1.4276
H  3.2797  -1.6857  -2.2013
C  -4.9474  -2.3070  -1.5938
O  -4.3286  -1.6674  -2.4541
N  -5.8142  -3.2544  -1.8192
N  -4.8226  -2.1622  -0.3660
H  -5.9584  -3.4964  -2.7891
H  -6.3017  -3.7857  -1.1119
H  -5.3127  -2.8041  0.2405
H  -4.1680  -1.5718  0.1271
C  -4.6987  -2.9779  2.6786
O  -5.5273  -3.5961  2.0550
N  -4.5103  -1.7207  2.6570
N  -3.8195  -3.6036  3.4215
H  -3.9203  -1.2868  3.3524
H  -5.2673  -1.3185  2.1229
H  -2.9278  -3.2286  3.7119
H  -4.0389  -4.5890  3.4519
C  2.2322  -4.8856  0.2013
O  1.7732  -4.7915  -0.9187
N  3.3909  -5.5052  0.2963
N  1.7051  -4.6531  1.3411
H  3.7403  -5.7860  -0.6087
H  3.8234  -5.6072  1.2034
H  0.8080  -4.1934  1.4051
H  2.4551  -4.5367  2.0075
C  -1.7524  6.0542  0.2687
C  -2.7327  4.7713  0.3362
C  -1.6650  3.6549  -0.2675
C  -2.3127  2.2134  0.0581
C  -2.4923  2.0889  1.5559
C  -3.3630  3.1827  2.2542
N  -2.9764  4.4911  1.7199
O  -3.7498  5.4594  2.3485
C  -4.8893  2.8736  1.9181
C  -2.9883  3.1718  3.7024
C  -3.9373  4.9488  -0.6363
H  -2.4151  6.8961  0.4694
H  -1.1921  6.2447  -0.6466
H  -1.0858  5.9440  1.1240
H  -1.5422  3.7050  -1.3494
H  -0.6494  3.6946  0.1265
H  -1.7863  1.3104  -0.2514
H  -3.3188  2.1953  -0.3607
H  -1.4770  2.1156  1.9515
H  -2.8731  1.0687  1.6029
H  -5.2415  3.0315  0.8987
H  -5.1002  1.8346  2.1711
H  -5.5315  3.4500  2.5840
H  -3.8028  3.7420  4.1491
H  -2.9226  2.1553  4.0905
H  -2.0212  3.6127  3.9440
H  -4.4758  5.7431  -0.1193
H  -4.6151  4.1119  -0.8044
H  -3.5474  5.4644  -1.5140
H  -3.0813  6.0474  2.7075
C  4.5676  3.2271  -4.3525
C  4.5140  1.9314  -3.5866
C  5.7867  1.5563  -2.9124
C  6.1228  2.2841  -1.6543
C  4.9622  2.3178  -0.6403
C  3.6984  2.7651  -1.3577
N  3.4048  2.0619  -2.6311
O  2.1313  2.2473  -3.2286
C  2.5702  2.4595  -0.3505
C  3.8124  4.3274  -1.4690
C  4.0948  0.8640  -4.6209
H  5.0679  3.0521  -5.3049
H  5.2111  3.9788  -3.8955
H  3.5879  3.5932  -4.6597
H  5.7708  0.5036  -2.6300
H  6.6416  1.7212  -3.5683
H  6.4418  3.3125  -1.8235
H  6.9921  1.8370  -1.1721
H  5.1739  2.8865  0.2651
H  4.6975  1.2954  -0.3707
H  1.7251  3.1408  -0.4490
H  2.2520  1.4234  -0.4668
H  2.8932  2.6403  0.6747
H  2.8828  4.6323  -1.9495
H  3.8633  4.8235  -0.4998
H  4.6994  4.7065  -1.9766
H  4.9167  0.5558  -5.2672
H  3.2475  1.1314  -5.2524
H  3.7831  -0.0774  -4.1685
H  1.8180  1.3492  -3.0988
O  1.1145  -0.1679  -2.8650
H  0.6800  -0.1917  -3.7175
H  0.6474  -0.8173  -2.3393

2S+1: 2
Total charge: +2
LUMO level (alpha / beta): -5.860 / -8.306 eV
E_HOMO (alpha / beta): -11.7 / -11.7 eV
Orbital gap (alpha / beta): 0.213 / 0.123 hartree
Largest force on an atom: 7.77 eV/A
Expectation value of S²: 0.754

Atom charges from the Löwdin analysis, given in e for atoms 1 to 4:
1. Li 0.7682
2. Li 0.7479
3. C -0.0531
4. C -0.5420

***

# 2
DFT (ωB97M-V with the def2-TZVPD basis set) results for a cluster of 4 separate species, C16H42N3O7S in total.

Positions of all 69 atoms, in Å:
O  3.9015  -2.5084  1.3805
S  3.5036  -1.1900  2.0136
O  4.5637  -0.8897  3.0708
O  3.5680  0.0431  0.9473
C  1.8966  -1.2633  2.9126
C  0.6661  -1.7910  2.0466
C  -0.6627  -1.5211  2.9384
C  -1.8698  -0.9112  2.1010
O  -1.7910  0.5176  1.9083
H  1.6526  -0.2471  3.3686
H  2.0324  -1.9915  3.7835
H  0.5912  -1.3358  1.0115
H  0.7581  -2.9314  2.0177
H  -0.4121  -0.7649  3.7625
H  -1.0236  -2.4718  3.4547
H  -1.9142  -1.4701  1.1139
H  -2.8652  -1.1120  2.6361
H  -0.9733  0.8159  2.3456
C  -3.6855  -6.9969  2.2640
C  -4.4258  -5.6731  2.0956
C  -3.6011  -4.4483  2.5392
O  -3.5366  -4.2661  3.9485
C  -2.5388  -5.0378  4.5964
N  -5.7075  -5.7496  2.8085
H  -3.6287  -7.3154  3.3064
H  -4.2008  -7.7908  1.7167
H  -2.6680  -6.9295  1.8703
H  -4.6356  -5.5557  1.0273
H  -4.0982  -3.5530  2.1516
H  -2.5958  -4.4588  2.1009
H  -1.6430  -5.1536  3.9799
H  -2.9378  -6.0155  4.8753
H  -2.2597  -4.5214  5.5171
H  -6.2350  -4.8995  2.6206
H  -5.5023  -5.6896  3.8055
C  4.4839  1.8116  -1.7582
C  4.5631  1.0307  -3.0676
C  4.9828  1.8977  -4.2730
O  3.9440  2.7216  -4.7932
C  3.7690  3.9466  -4.1053
N  3.2778  0.3618  -3.3045
H  3.6011  2.4522  -1.7046
H  4.4297  1.1253  -0.9075
H  5.3711  2.4377  -1.6224
H  5.3301  0.2599  -2.9366
H  5.2572  1.2234  -5.0917
H  5.8766  2.4929  -4.0483
H  4.7166  4.3570  -3.7448
H  3.0698  3.8149  -3.2768
H  3.3248  4.6638  -4.8004
H  3.3647  -0.2266  -4.1313
H  2.6106  1.0791  -3.5884
C  0.0608  4.7581  -1.0647
C  -0.0942  4.5697  -2.5712
C  -1.2986  5.3292  -3.1640
O  -2.5566  4.7080  -2.9284
C  -3.1301  5.0010  -1.6655
N  -0.1621  3.1335  -2.8681
H  -0.6765  4.1916  -0.4935
H  1.0463  4.4143  -0.7400
H  -0.0294  5.8130  -0.7904
H  0.8099  4.9734  -3.0399
H  -1.1805  5.3449  -4.2525
H  -1.3140  6.3767  -2.8383
H  -2.9122  6.0228  -1.3416
H  -2.7863  4.2836  -0.9178
H  -4.2129  4.8903  -1.7543
H  -0.1766  3.0115  -3.8789
H  -1.0816  2.8062  -2.5735

Total charge: -1
LUMO level: 2.401 eV
E_HOMO: -4.6 eV
Orbital gap: 0.258 hartree
Largest force on an atom: 7.23 eV/A

Atom charges from the Löwdin analysis, given in e for atoms 1 to 4:
1. O -0.4367
2. S 0.5476
3. O -0.4690
4. O -0.4896

***

# 3
DFT (ωB97M-V with the def2-TZVPD basis set) results for a cluster of 2 separate species, C3H7IN3 in total.

Positions of all 14 atoms, in Å:
C  1.5427  -0.6574  1.3367
C  0.8619  -0.7973  -0.7683
C  -1.2866  0.1958  -0.0538
N  1.6698  -1.4273  0.3089
N  0.7731  0.3963  1.2775
N  0.1526  0.3586  -0.0083
I  1.9544  3.1086  2.6855
H  2.2166  -0.7551  2.1507
H  1.3734  -0.4130  -1.6540
H  -0.0051  -1.3742  -1.1587
H  -1.7063  1.0040  0.5861
H  -1.6031  0.0507  -1.1279
H  -1.6332  -0.8567  0.2303
H  0.3119  1.3493  -0.5085

Energy above the lowest of the compared OMol25 structures with the same formula, charge and spin: 512.5 kJ/mol
Total charge: +1
LUMO level (alpha / beta): -8.545 / -8.577 eV
E_HOMO (alpha / beta): -12.8 / -12.9 eV
Orbital gap (alpha / beta): 0.157 / 0.158 hartree
Largest force on an atom: 4.11 eV/A

Atom charges from the Löwdin analysis, given in e for atoms 1 to 4:
1. C -0.2807
2. C -0.0819
3. C -0.0332
4. N 0.1297

***

# 4
DFT (ωB97M-V with the def2-TZVPD basis set) results for the molecule C22H28N6O3.

Positions of all 59 atoms, in Å:
C  -4.8086  -2.4096  -0.1856
C  -5.1440  -0.9630  -0.5251
C  -4.3573  0.0518  0.3045
C  -2.9078  0.2497  -0.1732
C  -2.3433  1.4397  0.5338
N  -2.5566  1.7221  1.8025
N  -1.9052  2.8445  2.0617
N  -1.3071  3.2734  1.0334
N  -1.5472  2.4194  0.0300
C  -0.9288  2.6116  -1.2555
C  0.5015  2.1184  -1.2457
C  1.3702  2.5341  -0.2404
C  2.6677  2.0765  -0.2037
C  3.1328  1.1735  -1.1645
O  4.4190  0.7795  -1.0342
C  4.8872  -0.2717  -1.8543
C  2.2697  0.7672  -2.1778
C  0.9719  1.2480  -2.2166
N  -2.1174  -0.9582  0.0238
C  -1.1591  -1.2248  -1.0375
C  -0.0791  -2.1813  -0.5570
N  0.6845  -1.5431  0.4964
C  2.0339  -1.5530  0.4095
O  2.6123  -2.1673  -0.4821
C  2.8277  -0.8273  1.4093
C  4.1885  -0.9149  1.5793
C  4.5217  -0.0061  2.6023
C  3.3474  0.5732  2.9807
O  2.3219  0.0840  2.2742
C  -0.0936  -0.7990  1.4675
C  -1.5746  -1.1734  1.3509
H  -5.4064  -3.0865  -0.7921
H  -5.0219  -2.6083  0.8619
H  -3.7577  -2.6083  -0.3660
H  -4.9602  -0.7843  -1.5873
H  -6.2087  -0.7976  -0.3453
H  -4.8561  1.0220  0.2497
H  -4.3456  -0.2516  1.3505
H  -2.9252  0.4507  -1.2513
H  -0.9498  3.6879  -1.4565
H  -1.5174  2.0927  -2.0165
H  1.0176  3.2186  0.5180
H  3.3489  2.3995  0.5676
H  5.9057  -0.4663  -1.5234
H  4.9025  0.0200  -2.9091
H  4.2764  -1.1689  -1.7192
H  2.5945  0.0751  -2.9371
H  0.3266  0.9436  -3.0299
H  -0.6580  -0.3090  -1.3810
H  -1.6954  -1.6643  -1.8872
H  -0.5226  -3.1152  -0.1971
H  0.6166  -2.4158  -1.3653
H  4.8463  -1.5578  1.0332
H  5.4959  0.1929  2.9983
H  3.1189  1.3198  3.7163
H  0.2519  -1.0245  2.4798
H  0.0368  0.2782  1.3026
H  -2.1439  -0.5851  2.0717
H  -1.6978  -2.2313  1.6078

Energy above the lowest of the compared OMol25 structures with the same formula, charge and spin: 443.5 kJ/mol
SMILES: CCC[C@@H](c1nnnn1Cc1ccc(OC)cc1)N1CCN(C(=O)c2ccco2)CC1
LUMO level: 0.620 eV
E_HOMO: -8.5 eV
Orbital gap: 0.334 hartree
Largest force on an atom: 1.53 eV/A

Atom charges from the Löwdin analysis, given in e for atoms 1 to 4:
1. C -0.1076
2. C -0.2441
3. C -0.1564
4. C -0.2483

***

Q: Among the records above, which one has the highest largest force on an atom?
A: C27H71Li2N14O10

***

Q: Which formula does entry 1 have?
A: C27H71Li2N14O10